{"formula": "C55H135N9O16", "method": "ωB97M-V/def2-TZVPD", "orbital_gap_ev": 8.63, "mol_weight_da": 1178.7, "smiles": "CC1(C)CCCC(C)(C)N1O.COC[C@H](C)N.COCCNCCOC.COCCNCCOC.COCCNCCOC.COCCNCCOC.COCCNCCOC.COCCNCCOC.COCCNCCOC", "homo_energy_ev": -8.09, "elements": ["O", "O", "O", "O", "O", "O", "O", "O", "O", "O", "O", "O", "O", "O", "O", "O", "N", "N", "N", "N", "N", "N", "N", "N", "N", "C", "C", "C", "C", "C", "C", "C", "C", "C", "C", "C", "C", "C", "C", "C", "C", "C", "C", "C", "C", "C", "C", "C", "C", "C", "C", "C", "C", "C", "C", "C", "C", "C", "C", "C", "C", "C", "C", "C", "C", "C", "C", "C", "C", "C", "C", "C", "C", "C", "C", "C", "C", "C", "C", "C", "H", "H", "H", "H", "H", "H", "H", "H", "H", "H", "H", "H", "H", "H", "H", "H", "H", "H", "H", "H", "H", "H", "H", "H", "H", "H", "H", "H", "H", "H", "H", "H", "H", "H", "H", "H", "H", "H", "H", "H", "H", "H", "H", "H", "H", "H", "H", "H", "H", "H", "H", "H", "H", "H", "H", "H", "H", "H", "H", "H", "H", "H", "H", "H", "H", "H", "H", "H", "H", "H", "H", "H", "H", "H", "H", "H", "H", "H", "H", "H", "H", "H", "H", "H", "H", "H", "H", "H", "H", "H", "H", "H", "H", "H", "H", "H", "H", "H", "H", "H", "H", "H", "H", "H", "H", "H", "H", "H", "H", "H", "H", "H", "H", "H", "H", "H", "H", "H", "H", "H", "H", "H", "H", "H", "H", "H", "H", "H", "H", "H", "H", "H", "H", "H", "H"], "xyz": [[-1.00865, 0.27317, -1.42391], [8.42660, -3.91159, -7.94909], [9.47649, 3.09152, -3.85185], [-9.38357, 7.43852, 1.93907], [-5.76128, -5.61463, 6.50036], [10.97451, -3.64835, -13.95725], [7.98275, -1.46882, 12.03245], [-12.16364, 10.64280, -3.40480], [-14.57936, -5.30611, -4.15450], [-8.93003, -8.54313, 6.57621], [-9.72528, -4.42798, -2.30176], [7.37694, -0.34435, -0.39778], [4.02258, 2.71530, 10.08056], [3.68189, 6.96655, 2.44916], [2.67093, -8.09937, 0.62604], [1.48824, -8.64474, -4.75101], [3.69053, 8.36099, 2.28110], [9.32226, 2.21124, -1.09572], [6.98259, 0.77874, 10.55846], [-6.30175, -8.62465, 6.12191], [1.31649, -9.27753, -1.77872], [-2.17162, 1.47411, 1.14510], [-9.44657, 9.01525, -1.35382], [-12.29263, -3.42270, -3.25287], [9.05357, -2.99723, -10.97275], [7.53597, -1.56253, 13.31272], [-8.96216, 8.50275, 1.05435], [-2.02492, 1.23570, -1.40189], [10.52825, 3.20733, -2.88667], [-5.75043, -7.67660, 5.20073], [10.68012, -2.95682, -12.82158], [2.78966, 2.72832, 9.39370], [4.86808, 10.49966, 2.70708], [-8.37467, -4.52959, -2.09092], [-4.93355, -6.68330, 6.05910], [-5.05914, -4.44254, 6.85609], [5.31325, 8.51603, 4.28911], [4.78547, 1.48490, 10.02168], [4.15862, 11.12199, 1.56190], [9.28107, 1.16469, -0.06043], [-11.28528, 10.30420, -2.32753], [1.90318, -9.30679, 0.58976], [0.79051, -9.12161, -0.42072], [-11.57677, 11.07374, -4.67600], [11.56599, -2.87934, -15.12608], [0.55355, -9.57173, -4.22124], [3.70526, -8.03847, 1.64997], [-10.19325, -7.78534, 6.61556], [-10.42106, 8.99061, -2.44418], [7.76411, -5.18784, -7.69189], [6.14565, 1.90869, 10.68612], [-0.65124, -0.17509, -2.73310], [4.97265, 8.94712, 2.78736], [-11.67130, -2.89642, -2.03777], [3.32089, 8.35124, -0.16941], [2.84436, 8.85691, 1.13956], [0.20713, -9.11649, -2.77598], [-13.66153, -2.95115, -3.60078], [-9.97450, 8.83469, -0.02590], [5.99940, -0.55060, -0.00577], [1.94079, -8.85835, -6.03545], [2.75660, 10.49170, 1.10561], [1.37903, 8.43059, 1.38119], [6.12726, 8.52958, 1.85541], [-10.16164, -3.02701, -2.15859], [9.42446, -3.68702, -12.14724], [-7.22447, -9.63475, 5.42896], [8.17891, 0.90757, 11.43251], [-4.01390, 2.18075, -0.00519], [-8.80701, 7.41202, 3.18430], [-2.82390, 1.12519, 0.00297], [10.57025, 2.03713, -1.89799], [8.87710, -0.47851, 11.58444], [-15.37897, -6.16225, -5.00208], [7.82726, 0.81009, 0.35948], [-14.34050, -3.91250, -4.57982], [9.52179, 4.02560, -4.97161], [7.67117, -3.01996, -8.86611], [-8.49739, -8.85409, 5.32035], [7.89676, -3.56787, -10.33131], [-11.03263, 8.08855, -2.42469], [-6.78956, -10.00702, 4.50139], [11.44107, 2.13084, -1.24915], [-9.29757, 8.15998, 3.80719], [-11.91109, -3.67346, -1.31196], [7.05372, 9.07343, 2.03980], [9.76159, 0.23655, -0.36990], [7.69933, -6.06282, -8.33864], [8.78722, 1.73790, 11.07390], [7.25852, 1.73995, 0.35975], [10.58776, 4.15868, -2.35801], [-8.99252, 6.38470, 3.49780], [5.88139, 1.96205, 11.74225], [-10.26243, -7.90430, 7.69683], [9.76630, -2.94029, -10.25939], [2.97202, 2.86629, 8.32796], [8.70223, -3.69402, -12.96360], [-4.32037, -4.16090, 6.10577], [-4.48196, -4.45273, 7.78067], [-0.15962, -8.09022, -2.75771], [-7.74311, -3.89145, -2.70898], [-9.83359, 9.17618, -3.34336], [-9.08130, 9.94874, -1.47735], [-1.33110, 0.91408, 1.14658], [-13.62808, -3.88783, -5.40440], [11.67380, -3.50267, -16.01373], [1.87315, 10.86134, 1.62618], [7.83217, 1.26766, 12.40112], [1.91328, -9.92437, -6.26117], [2.49409, -10.15710, 0.24931], [-9.68091, -2.38513, -2.89683], [9.59607, -4.74342, -11.94073], [-0.26162, -9.60318, -4.94416], [9.83995, 5.04094, -4.73509], [-6.97339, -7.98070, 6.51476], [-15.20821, -3.39761, -4.99220], [-3.98565, 3.16055, -0.48195], [5.84818, 10.90823, 2.95321], [2.05907, 1.92201, 9.45856], [10.94747, -2.02014, -15.38555], [1.00130, -10.55888, -4.10658], [10.49495, 1.04710, -2.34774], [7.79901, 0.67666, 1.44092], [1.03373, 8.67352, 2.38610], [-0.02496, -9.82459, -0.25060], [-16.22195, -5.65228, -5.46834], [-10.43889, 9.80412, 0.15473], [-0.66388, -9.65428, -2.40152], [-4.49294, -7.27165, 6.86396], [1.95875, -8.51288, -1.93007], [4.85545, 1.06132, 9.01979], [4.31072, 0.69872, 10.60875], [-4.75063, 1.79978, -0.71243], [5.91729, -0.85554, 1.03748], [8.40318, -1.98317, 13.82173], [6.70355, -2.26292, 13.38071], [6.48124, -0.08773, 10.69253], [4.78795, 11.05542, 0.67443], [8.17584, -5.53197, -6.74313], [3.69078, -8.83388, 2.39511], [-8.40973, -7.88851, 4.82227], [2.59141, 8.61672, -0.93458], [11.55634, 3.25471, -3.24567], [-9.71848, -2.65470, -1.23496], [7.90901, -2.01895, -8.50622], [9.86096, 1.71102, 0.68343], [2.32031, 3.61054, 9.82902], [-1.70190, 2.20383, -1.78462], [-14.68775, -6.59975, -5.72244], [-1.72270, 2.37399, 1.05132], [8.46924, 2.03480, -1.60693], [4.22758, 10.63804, 3.57812], [1.22722, 7.35150, 1.35634], [6.37158, 8.31653, 4.45710], [-1.38042, -0.94084, -2.99770], [2.40508, 10.90583, 0.16061], [-14.19322, -2.83368, -2.65653], [9.19266, -0.75422, 10.57821], [-10.88014, -8.41192, 6.04662], [5.38956, 0.34266, -0.14097], [4.81204, 9.09370, 5.06576], [-10.71964, 11.16900, -1.98073], [-7.74170, 7.62493, 3.27318], [-5.71562, -3.58717, 7.01574], [7.17464, -0.66879, 13.82141], [10.27247, 3.75328, -5.71352], [4.59561, -8.31969, 1.08757], [6.59301, -2.92952, -8.73379], [8.55337, 3.92746, -5.46217], [6.93225, -3.47778, -10.83103], [-11.93565, 10.18734, -1.46065], [5.61084, -1.38263, -0.59301], [6.76126, -4.88350, -7.39227], [-4.54438, 2.23816, 0.94529], [0.37694, -8.11498, -0.48200], [6.26885, 7.44918, 1.88350], [-13.67306, -1.94878, -4.02883], [-3.18232, 0.10929, 0.16902], [10.60402, -1.87026, -12.86286], [-10.62010, 11.57902, -4.54348], [9.72462, -0.46946, 12.26982], [-7.56230, -10.49474, 6.00722], [-12.15652, -2.03699, -1.57512], [-11.28807, 10.15518, -5.18685], [-8.12347, -4.31737, -1.05171], [3.89564, 12.16739, 1.72343], [-8.66850, 9.36535, 1.65252], [-7.77628, -5.43989, -2.12791], [0.71393, 8.91330, 0.66515], [5.90009, 8.72346, 0.80713], [4.30996, 6.75342, 1.75511], [-5.15800, -8.17860, 4.43580], [-9.22773, -9.51378, 4.85183], [7.93801, -4.65522, -10.39500], [-6.45296, -7.05287, 4.64799], [12.49391, -2.46233, -14.73471], [11.48298, -3.03138, -12.08811], [-4.22008, -6.23574, 5.36718], [-10.25307, -6.70265, 6.50469], [-0.68375, 0.64830, -3.44659], [-12.20971, 11.65532, -5.34628], [-10.65871, 7.99798, -0.16691], [3.39998, 7.26678, -0.24556], [3.80166, -7.19695, 2.33602], [0.33303, -0.64134, -2.77700], [1.25943, -8.31624, -6.69115], [-15.71912, -7.06300, -4.49115], [-2.77175, 0.91346, -2.12750], [4.82402, 7.57080, 4.52426], [6.58007, 2.88921, 10.49125], [4.12534, 9.03343, -0.44428], [2.93849, -8.42581, -6.11030], [1.42243, -9.55651, 1.53560], [-7.99316, 8.21365, 0.64747], [-12.30289, -4.40945, -3.03761]], "mulliken_charge": [-0.3502, -0.3351, -0.3007, -0.3340, -0.2526, -0.3480, -0.3454, -0.3971, -0.3233, -0.3829, -0.3128, -0.3111, -0.2846, -0.4266, -0.3181, -0.3062, 0.0717, -0.4365, -0.3788, -0.4628, -0.3726, -0.6978, -0.4561, -0.2956, -0.3252, -0.6783, -0.6509, -0.7112, -0.6141, -0.5905, -0.5690, -0.7680, -1.0182, -0.8378, -0.6540, -0.7676, -1.7138, -0.6112, -0.7356, -0.6234, -0.6867, -0.5491, -0.6057, -0.7518, -0.7047, -0.5610, -0.8565, -0.7164, -0.4155, -0.7548, -0.4998, -0.7209, 1.3701, -0.9316, -1.7763, 1.6028, -0.7864, -0.6415, -0.2638, -0.7360, -0.7066, -1.2389, -2.0127, -1.7975, -0.6316, -0.5326, -0.6064, -0.5969, -1.4289, -0.7360, 0.3700, -0.5972, -0.5321, -0.7009, -0.7344, -0.5444, -0.7473, -0.6412, -0.5431, -0.4024, 0.2805, 0.3279, 0.3370, 0.2974, 0.3824, 0.4226, 0.3114, 0.2576, 0.3887, 0.4351, 0.3712, 0.2475, 0.3009, 0.2532, 0.2515, 0.3007, 0.2650, 0.2993, 0.3070, 0.3904, 0.3171, 0.3639, 0.2597, 0.2737, 0.3131, 0.2410, 0.4991, 0.3155, 0.3256, 0.3079, 0.3811, 0.3515, 0.4196, 0.3054, 0.3519, 0.4094, 0.3657, 0.4153, 0.3085, 0.3098, 0.3083, 0.3972, 0.4961, 0.4795, 0.4189, 0.2888, 0.2427, 0.4802, 0.2998, 0.2340, 0.4296, 0.2999, 0.3861, 0.3023, 0.2917, 0.2333, 0.3119, 0.3302, 0.2992, 0.3351, 0.3368, 0.4512, 0.4358, 0.4400, 0.3649, 0.3627, 0.2506, 0.3480, 0.2871, 0.2667, 0.2564, 0.3616, 0.3785, 0.3483, 0.2884, 0.4201, 0.4347, 0.2751, 0.3270, 0.3013, 0.3898, 0.4714, 0.3202, 0.2549, 0.2896, 0.2966, 0.3095, 0.3585, 0.2387, 0.3222, 0.3203, 0.2537, 0.3251, 0.3845, 0.3844, 0.5086, 0.3063, 0.2956, 0.4197, 0.3163, 0.3909, 0.3094, 0.5211, 0.2911, 0.3242, 0.3884, 0.3613, 0.3171, 0.4106, 0.3184, 0.3720, 0.4811, 0.4780, 0.2560, 0.2280, 0.3112, 0.2799, 0.4497, 0.2721, 0.3104, 0.2641, 0.3142, 0.3744, 0.2934, 0.2531, 0.2507, 0.2425, 0.3666, 0.4125, 0.3083, 0.3938, 0.2094, 0.3951, 0.3413, 0.2548]}